Record 1
A 2-piece molecular cluster, C4H7NO2 overall in a non-equilibrium geometry, computed with ωB97M-V/def2-TZVPD.

Output
Calculated total energy: -9843.613 eV
Relative energy (zero: lowest compared OMol25 entry of this formula, charge and spin): 84.6 kcal/mol
Kohn-Sham gap (spin up / spin down): 0.340 / 0.332 Eh

XYZ file:
```
14
Properties=species:S:1:pos:R:3:forces:R:3:lowdin_charge:R:1
C 2.965 -0.226 0.110 0.6 -1.0 0.4 -0.43
C -1.562 0.801 0.269 1.8 -1.6 2.0 -0.36
C -0.771 1.526 -0.737 0.7 -2.0 -0.4 0.07
C -0.372 -1.372 0.161 0.3 2.0 1.7 -0.17
N -1.346 -0.479 -0.413 -0.2 2.1 -0.6 -0.05
O 3.260 -1.257 -0.332 -0.2 0.2 -0.3 0.20
O 2.728 0.766 0.646 -0.4 0.8 0.0 0.20
H -1.060 0.793 1.300 -0.7 0.3 -1.2 0.12
H -2.575 1.041 0.380 -1.5 0.5 -0.1 0.08
H -1.114 1.514 -1.753 -0.4 0.4 -0.3 0.05
H 0.312 1.597 -0.649 -0.2 0.1 0.3 0.05
H 0.132 -0.831 1.059 -0.3 -1.2 -1.2 0.09
H -0.949 -2.224 0.551 0.4 0.0 -0.2 0.08
H 0.352 -1.650 -0.591 0.2 -0.5 0.0 0.06
```
Positions in Å, forces in eV/Å.

=====

Record 2
C74H85Ge2N6S4SiY as an isolated structure in a non-equilibrium geometry, computed with ωB97M-V/def2-TZVPD.

Output
Calculated total energy: -252367.175 eV
Net charge: -2
Kohn-Sham gap: 0.226 Eh

XYZ file:
```
173
Properties=species:S:1:pos:R:3:forces:R:3:lowdin_charge:R:1
Y -0.090 0.248 -0.233 1.4 -1.1 -0.5 1.18
C 3.676 0.773 1.142 0.0 0.0 0.0 -0.11
N 3.142 0.867 -0.217 0.0 0.0 0.0 -0.21
C 3.496 2.142 -0.814 0.1 -0.1 0.0 -0.14
C 3.454 -0.293 -0.978 0.0 0.1 0.0 -0.21
C 4.450 -0.318 -1.950 0.1 -0.1 0.1 -0.05
C 4.702 -1.469 -2.689 0.0 0.0 0.1 -0.14
C 3.929 -2.602 -2.466 0.0 0.0 0.0 -0.11
C 2.938 -2.584 -1.496 0.1 0.0 -0.1 -0.05
C 2.698 -1.452 -0.713 -0.1 0.0 0.2 -0.27
N 1.695 -1.404 0.264 -0.3 0.2 -0.2 -0.03
C 1.649 -2.428 1.166 0.1 0.0 -0.2 -0.25
C 2.699 -3.350 1.396 0.0 0.0 0.0 -0.04
C 2.584 -4.387 2.306 0.0 0.0 0.0 -0.13
C 1.425 -4.552 3.054 0.0 0.0 0.0 -0.13
C 0.412 -3.611 2.900 0.0 0.0 0.0 -0.05
C 0.515 -2.567 1.997 -0.1 0.0 0.1 -0.21
N -0.470 -1.508 1.966 0.1 0.2 -0.1 -0.23
C -1.843 -1.988 2.061 -0.1 0.0 0.0 -0.11
C -0.208 -0.624 3.110 0.0 0.1 0.1 -0.13
H 4.778 0.805 1.123 0.0 0.0 0.0 0.09
H 3.298 1.609 1.729 0.0 0.0 0.0 0.01
H 3.354 -0.156 1.609 0.0 0.0 0.0 0.07
H 4.585 2.328 -0.793 0.0 0.0 0.0 0.08
H 3.143 2.182 -1.845 0.0 0.0 0.1 0.05
H 2.997 2.936 -0.258 0.1 -0.1 0.0 0.01
H 5.033 0.574 -2.140 0.0 0.0 0.0 0.10
H 5.476 -1.469 -3.447 0.0 0.0 0.0 0.09
H 4.075 -3.492 -3.067 0.0 0.0 0.0 0.09
H 2.310 -3.454 -1.340 0.0 0.0 0.0 0.12
H 3.616 -3.243 0.833 0.0 0.0 0.0 0.10
H 3.415 -5.071 2.435 0.0 0.0 0.0 0.09
H 1.318 -5.370 3.755 0.0 0.0 0.0 0.08
H -0.478 -3.693 3.513 0.0 0.0 0.0 0.10
H -2.060 -2.430 3.044 0.0 0.0 0.0 0.08
H -2.512 -1.144 1.915 0.0 0.0 0.0 0.05
H -2.022 -2.728 1.288 0.0 0.0 0.0 0.05
H -0.359 -1.172 4.048 0.0 0.0 0.1 0.09
H 0.820 -0.265 3.077 0.0 0.0 0.0 0.06
H -0.874 0.236 3.078 0.0 0.0 0.0 0.05
C -0.677 10.995 -0.838 0.0 -0.1 0.0 -0.05
C -0.424 9.854 0.114 0.1 0.0 -0.1 -0.27
C -1.463 9.277 0.826 -0.1 0.0 0.1 -0.02
C -1.244 8.246 1.735 0.0 0.1 0.0 -0.20
C -2.384 7.784 2.607 0.0 -0.1 -0.1 -0.03
C 0.050 7.734 1.893 0.1 0.0 -0.1 -0.14
C 1.114 8.301 1.176 0.1 -0.1 0.0 -0.22
C 2.523 7.786 1.308 0.0 0.3 0.1 -0.08
C 0.858 9.356 0.309 -0.1 0.2 0.2 -0.05
C 0.298 6.841 3.075 0.1 -0.1 -0.1 -0.21
C 0.546 7.599 4.221 0.0 0.0 0.0 -0.06
C 0.607 7.016 5.469 0.0 0.0 0.0 -0.07
C 0.356 5.664 5.568 0.1 0.0 0.0 -0.05
C 0.133 4.867 4.439 0.1 0.1 -0.1 -0.20
C 0.175 5.434 3.142 -0.1 0.0 0.1 -0.18
Ge 0.195 4.273 1.481 0.1 0.2 0.1 0.01
S 0.789 2.250 1.863 -0.2 0.1 0.0 0.20
S -1.573 4.621 0.128 -0.2 0.1 0.0 0.25
Ge 0.013 4.391 -1.455 0.0 0.1 0.1 0.02
S 0.276 2.370 -2.123 -0.1 -0.5 0.2 0.21
S 1.615 5.183 -0.072 -0.5 -0.6 -0.3 0.36
C -0.173 5.382 -3.184 -0.2 0.0 -0.1 -0.18
C 0.950 5.880 -3.870 0.0 -0.1 0.0 -0.21
C 0.815 6.379 -5.165 0.1 -0.1 0.0 -0.05
C -0.408 6.364 -5.811 0.0 0.0 0.0 -0.08
C -1.514 5.846 -5.158 0.0 0.0 0.0 -0.04
C -1.414 5.357 -3.860 0.1 0.1 0.1 -0.22
C -2.653 4.811 -3.218 0.1 0.0 0.1 -0.16
C -3.005 3.468 -3.381 0.1 0.0 0.0 -0.21
C -2.246 2.538 -4.293 -0.1 0.0 0.0 -0.07
C -4.100 2.971 -2.677 0.0 0.0 0.0 0.00
C -4.867 3.778 -1.854 0.0 0.0 0.0 -0.27
C -5.962 3.196 -1.003 0.0 0.0 0.0 -0.05
C -4.556 5.132 -1.782 0.0 0.0 0.0 -0.04
C -3.455 5.660 -2.441 0.0 0.0 0.0 -0.25
C -3.102 7.115 -2.272 0.0 0.0 0.1 -0.04
C 2.324 5.902 -3.266 -0.1 -0.1 0.0 -0.16
C 3.222 4.850 -3.477 0.0 0.1 0.0 -0.20
C 2.887 3.712 -4.403 0.0 0.0 0.0 -0.04
C 4.457 4.883 -2.832 0.0 0.0 0.0 -0.02
C 4.828 5.941 -2.019 0.0 0.0 0.0 -0.27
C 6.142 5.935 -1.281 0.0 0.0 0.0 -0.05
C 3.955 7.015 -1.892 0.1 0.0 -0.1 -0.04
C 2.711 7.011 -2.507 0.0 0.0 0.0 -0.24
C 1.760 8.154 -2.305 0.1 -0.1 -0.1 -0.03
C -0.310 3.497 4.872 0.0 0.0 -0.1 -0.16
C 0.568 2.655 5.560 0.0 0.0 0.0 -0.23
C 2.059 2.834 5.457 0.0 0.0 0.0 -0.04
C 0.052 1.602 6.307 0.0 0.0 0.0 -0.02
C -1.314 1.367 6.391 0.0 -0.1 -0.1 -0.28
C -1.864 0.270 7.266 0.0 0.0 0.0 -0.06
C -2.162 2.169 5.643 0.0 -0.1 -0.1 -0.01
C -1.685 3.227 4.879 0.0 0.0 -0.1 -0.19
C -2.647 4.052 4.066 0.0 -0.1 0.0 -0.02
H -1.685 11.392 -0.713 0.0 0.0 0.0 0.07
H -0.572 10.672 -1.876 0.0 0.0 0.0 0.07
H 0.034 11.808 -0.674 0.0 0.0 0.0 0.07
H -2.468 9.671 0.712 0.0 0.0 0.0 0.11
H -3.246 8.442 2.487 0.0 0.0 0.0 0.07
H -2.095 7.778 3.661 0.0 0.0 0.0 0.08
H -2.691 6.773 2.346 0.0 -0.2 0.0 0.07
H 2.735 7.425 2.314 0.0 0.0 0.1 0.08
H 3.245 8.564 1.053 0.0 0.1 0.1 0.08
H 2.666 6.945 0.623 0.1 0.4 0.2 -0.05
H 1.690 9.803 -0.230 -0.1 0.0 0.2 0.10
H 0.649 8.673 4.114 0.0 0.0 0.0 0.12
H 0.786 7.614 6.355 0.0 0.0 0.0 0.10
H 0.312 5.189 6.541 0.0 0.0 0.0 0.12
H 1.697 6.760 -5.669 0.0 0.0 0.0 0.12
H -0.496 6.743 -6.823 0.0 0.0 0.0 0.09
H -2.479 5.815 -5.652 0.0 0.0 0.0 0.12
H -1.232 2.886 -4.479 0.0 0.0 0.0 0.04
H -2.764 2.449 -5.254 0.0 0.0 0.0 0.08
H -2.173 1.546 -3.847 0.0 0.0 0.0 0.06
H -4.329 1.912 -2.747 0.0 0.0 0.0 0.11
H -6.278 2.221 -1.377 0.0 0.0 0.0 0.07
H -6.831 3.857 -0.966 0.0 0.0 0.0 0.07
H -5.594 3.052 0.017 0.0 0.0 0.0 0.08
H -5.148 5.781 -1.143 0.0 0.0 0.0 0.11
H -3.949 7.667 -1.861 0.0 0.0 0.0 0.07
H -2.810 7.572 -3.220 0.0 0.0 0.0 0.07
H -2.263 7.227 -1.580 0.0 0.0 0.0 0.07
H 2.070 3.106 -4.006 -0.1 0.0 0.1 0.02
H 3.754 3.064 -4.546 0.0 0.0 0.0 0.08
H 2.566 4.086 -5.378 0.0 0.0 0.0 0.08
H 5.137 4.047 -2.965 0.0 0.0 0.0 0.11
H 6.682 5.003 -1.451 0.0 0.0 0.0 0.07
H 5.977 6.037 -0.207 0.0 0.0 0.0 0.08
H 6.781 6.764 -1.598 0.0 0.0 0.0 0.07
H 4.236 7.863 -1.272 0.0 0.0 0.0 0.11
H 2.283 9.022 -1.902 0.0 -0.1 -0.1 0.07
H 0.978 7.865 -1.598 0.0 0.0 -0.1 0.08
H 1.271 8.438 -3.237 0.0 0.0 0.0 0.08
H 2.348 3.885 5.435 0.0 0.0 0.0 0.07
H 2.402 2.385 4.520 0.0 0.0 0.0 0.06
H 2.572 2.344 6.287 0.0 0.0 0.0 0.07
H 0.740 0.948 6.838 0.0 0.0 0.0 0.11
H -1.112 -0.498 7.456 0.0 0.0 0.0 0.07
H -2.728 -0.208 6.800 0.0 0.0 0.0 0.07
H -2.187 0.667 8.233 0.0 0.0 0.0 0.07
H -3.230 1.966 5.646 0.0 0.0 0.0 0.11
H -3.675 3.864 4.380 0.0 0.0 0.0 0.08
H -2.584 3.775 3.009 0.0 0.0 0.0 0.06
H -2.440 5.121 4.154 0.0 0.0 0.0 0.07
C 1.755 -0.217 -3.882 0.0 -0.1 0.0 -0.05
C 0.774 -1.284 -3.493 -0.1 0.1 0.1 -0.34
C 0.706 -2.436 -4.260 0.0 -0.1 -0.1 -0.08
C -0.203 -3.424 -3.891 0.0 0.1 0.0 -0.10
C -1.044 -3.218 -2.829 0.0 0.0 0.1 -0.06
C -0.992 -1.990 -2.107 0.0 0.1 -0.1 -0.46
N -0.025 -1.077 -2.434 0.3 0.1 -0.1 0.06
N -1.821 -1.624 -1.123 0.4 0.4 0.2 -0.08
Si -3.417 -2.252 -1.063 -0.2 0.0 -0.1 0.37
C -4.212 -2.045 -2.763 0.1 0.1 -0.1 -0.18
C -3.576 -4.101 -0.653 0.1 -0.1 0.0 -0.19
C -4.547 -1.379 0.150 0.0 0.1 0.0 -0.18
H 1.505 0.162 -4.877 0.0 0.0 0.0 0.09
H 2.766 -0.628 -3.919 -0.2 0.0 0.0 0.06
H 1.736 0.619 -3.191 0.0 0.0 0.0 -0.02
H 1.377 -2.565 -5.100 0.0 0.0 0.0 0.10
H -0.245 -4.358 -4.443 0.0 0.0 0.0 0.10
H -1.755 -3.972 -2.523 0.1 0.0 0.0 0.07
H -3.613 -2.527 -3.541 -0.1 0.0 0.0 0.01
H -4.266 -0.978 -3.002 0.0 0.0 0.0 0.02
H -5.225 -2.458 -2.800 0.0 0.0 0.0 0.02
H -3.418 -4.738 -1.529 0.0 0.0 0.0 0.01
H -4.583 -4.302 -0.275 0.0 0.0 0.0 0.02
H -2.862 -4.414 0.114 0.0 0.0 0.0 0.02
H -4.192 -0.376 0.392 0.0 0.0 0.0 -0.02
H -4.656 -1.940 1.081 0.0 0.0 0.0 0.02
H -5.543 -1.284 -0.298 0.0 -0.1 0.0 0.02
N -2.996 1.500 1.178 0.0 0.0 0.0 -0.01
C -2.051 1.065 0.664 -1.3 0.6 0.6 -0.42
```
Positions in Å, forces in eV/Å.